{"formula": "C32H83N5O12", "method": "wB97M-V/def2-TZVPD", "de_lowest_kj_mol": 250.4, "lumo_ev": 0.663, "gap_ev": 8.86, "charge": 0, "elements": ["C", "O", "C", "C", "N", "C", "C", "O", "C", "H", "H", "H", "H", "H", "H", "H", "H", "H", "H", "H", "H", "H", "H", "H", "C", "O", "C", "C", "N", "C", "C", "O", "C", "H", "H", "H", "H", "H", "H", "H", "H", "H", "H", "H", "H", "H", "H", "H", "C", "O", "C", "C", "N", "C", "C", "O", "C", "H", "H", "H", "H", "H", "H", "H", "H", "H", "H", "H", "H", "H", "H", "H", "C", "O", "C", "C", "N", "C", "C", "O", "C", "H", "H", "H", "H", "H", "H", "H", "H", "H", "H", "H", "H", "H", "H", "H", "C", "O", "C", "C", "N", "C", "C", "O", "C", "H", "H", "H", "H", "H", "H", "H", "H", "H", "H", "H", "H", "H", "H", "H", "C", "O", "H", "H", "H", "H", "C", "O", "H", "H", "H", "H"], "coordinates": [[-2.410678, -2.203500, -1.315613], [-3.823796, -2.197020, -1.455594], [-4.410356, -1.381998, -0.427692], [-5.936839, -1.262314, -0.806702], [-6.697311, -0.808011, 0.336106], [-8.123526, -0.516139, 0.185123], [-8.869167, -1.713569, -0.349862], [-9.071286, -2.730364, 0.632033], [-9.654221, -3.924355, 0.085123], [-1.943795, -2.826626, -2.109964], [-2.032312, -2.699803, -0.445481], [-1.971073, -1.197856, -1.326694], [-3.942535, -0.447071, -0.382297], [-4.340916, -1.764702, 0.562645], [-6.220009, -2.208269, -1.262034], [-6.131305, -0.469231, -1.629722], [-6.495136, -1.476907, 1.101325], [-8.327204, 0.362182, -0.394112], [-8.662243, -0.379347, 1.101078], [-8.369112, -2.192857, -1.195439], [-9.737259, -1.266391, -0.895841], [-9.104137, -4.257531, -0.794850], [-10.744317, -3.704642, -0.173010], [-9.553032, -4.662182, 0.913625], [2.703235, -2.974631, -3.167819], [2.524357, -3.013845, -1.783983], [1.214895, -3.477631, -1.478475], [1.164569, -3.504662, 0.032044], [2.063634, -4.550908, 0.556008], [1.703415, -4.866160, 1.992167], [1.636660, -3.678773, 2.946233], [2.829674, -2.997310, 2.719765], [2.746268, -1.670291, 3.229971], [2.698238, -3.968202, -3.708300], [3.722682, -2.565823, -3.367743], [1.966754, -2.273426, -3.585058], [1.023533, -4.479981, -1.783242], [0.519833, -2.729810, -1.865083], [0.136025, -3.833674, 0.228726], [1.300422, -2.564697, 0.558880], [3.063755, -4.282318, 0.455901], [2.468352, -5.558322, 2.329717], [0.763178, -5.378868, 1.876255], [1.567258, -4.054988, 4.004275], [0.842881, -3.010704, 2.682204], [3.571504, -1.116638, 2.791379], [2.780730, -1.721566, 4.321684], [1.721064, -1.240127, 3.108640], [0.323411, 5.090722, -0.352679], [0.483419, 4.298720, -1.557290], [-0.216789, 4.897519, -2.630195], [0.136800, 4.285523, -3.942626], [1.547068, 4.398535, -4.141657], [2.079316, 3.999255, -5.377588], [1.792630, 2.606527, -5.812264], [2.238151, 1.644737, -4.824960], [1.921460, 0.307056, -5.172732], [-0.715361, 5.291870, -0.105728], [0.931419, 6.006400, -0.498134], [0.842052, 4.456093, 0.448720], [0.142654, 5.876959, -2.767963], [-1.317337, 4.843523, -2.368798], [-0.458252, 4.800932, -4.738394], [-0.182010, 3.300740, -3.815748], [2.018366, 4.105793, -3.306476], [3.126561, 4.249180, -5.371319], [1.578570, 4.614097, -6.141871], [2.149076, 2.392785, -6.814677], [0.708925, 2.528679, -5.952609], [0.894166, 0.381426, -5.501119], [2.040843, -0.284127, -4.306978], [2.620524, -0.043640, -5.944399], [-4.419682, -2.208057, 3.468001], [-3.619925, -1.059564, 3.036179], [-2.255359, -1.188542, 3.103798], [-1.733208, 0.158889, 2.787255], [-2.013674, 0.637425, 1.417683], [-1.953657, 2.102075, 1.193769], [-2.369564, 2.424731, -0.220532], [-3.712046, 2.060416, -0.371589], [-4.098639, 1.767171, -1.696712], [-4.142481, -2.506142, 4.555968], [-4.246243, -3.080617, 2.789741], [-5.427540, -1.822532, 3.386503], [-1.962114, -1.981648, 2.347720], [-1.947269, -1.540268, 4.115666], [-0.627900, 0.149736, 2.893074], [-2.156598, 0.787289, 3.588442], [-2.959669, 0.348465, 1.200706], [-0.874118, 2.277690, 1.423699], [-2.564794, 2.690507, 1.901448], [-1.693603, 1.874470, -0.896768], [-2.151190, 3.482610, -0.555005], [-3.416364, 1.051800, -2.193471], [-4.237969, 2.691206, -2.257956], [-5.109893, 1.331145, -1.531997], [4.395323, -1.234673, 0.393727], [5.385768, -0.922394, 1.385691], [6.704978, -1.021407, 0.919074], [7.635401, -0.492899, 1.896058], [7.468011, 0.925424, 2.339575], [7.425441, 2.003102, 1.450414], [6.032206, 2.391867, 0.895963], [5.371227, 2.938639, 2.007483], [3.955773, 3.030891, 1.946151], [4.469388, -2.280692, -0.008238], [4.496962, -0.574963, -0.495809], [3.471584, -1.251899, 0.870757], [6.737975, -0.455590, -0.018403], [7.006607, -2.023929, 0.720296], [8.639214, -0.679071, 1.639834], [7.511721, -1.076334, 2.822813], [6.763549, 1.085208, 2.993855], [8.031335, 1.743964, 0.577783], [7.796750, 2.902902, 1.926710], [5.600995, 1.540791, 0.480363], [5.981897, 3.135126, 0.129015], [3.538210, 3.807803, 2.592991], [3.506213, 2.118398, 2.345182], [3.620151, 3.143720, 0.919830], [1.771157, 1.573300, 4.593997], [1.047522, 2.790749, 4.233677], [1.378900, 1.071557, 5.467438], [1.660417, 0.982713, 3.726167], [2.848751, 1.729994, 4.723526], [1.137536, 3.400758, 4.969492], [0.810153, 0.042655, -0.999600], [0.480307, 0.221644, 0.433005], [0.186549, -0.765105, -1.416708], [0.605383, 1.040515, -1.552824], [1.832606, -0.217297, -1.004217], [-0.459479, 0.318829, 0.560497]], "atomic_forces_ev_per_a": [[0.4, -0.4, -1.3], [0.7, 0.3, 1.0], [-2.4, -0.8, -2.0], [0.5, 1.9, -1.1], [0.6, -0.2, 1.6], [0.6, -2.3, 0.0], [-0.6, -0.1, -1.9], [-0.3, 0.6, -0.6], [-0.8, 0.9, 1.0], [-0.6, 0.6, 0.0], [-0.2, -0.2, 1.2], [-0.2, 0.0, -0.1], [0.6, 1.6, -0.2], [0.2, -1.0, 0.9], [-0.2, -0.4, 0.1], [0.7, -1.3, 1.0], [-0.7, 0.8, -0.5], [0.3, 0.4, -0.7], [0.5, 0.5, 1.2], [0.5, 0.0, 0.0], [-0.6, -0.8, 1.0], [0.0, -0.1, -0.1], [1.3, -0.6, 0.2], [-0.4, 0.3, -0.8], [1.3, 0.2, -1.0], [-0.1, -0.9, -0.5], [1.2, 1.8, 1.8], [-0.3, -1.3, 0.2], [0.0, 0.4, 0.9], [0.8, 0.1, -1.7], [0.7, -1.4, -0.1], [0.3, 1.2, 0.2], [-0.7, -0.6, 0.7], [-0.4, 0.8, 0.8], [-0.7, -0.1, 0.2], [0.0, -0.4, -0.3], [-0.1, -0.8, -0.8], [-0.4, -0.3, -0.2], [0.0, 0.0, 0.4], [0.1, 0.6, -0.4], [-1.2, 0.0, 0.3], [0.0, -0.2, 0.2], [-0.5, -0.3, 0.5], [-0.2, 0.5, -0.7], [-1.0, 0.3, 0.1], [-0.2, 0.3, 0.4], [0.7, 0.1, 0.2], [0.8, 0.0, -0.9], [2.4, -1.5, 0.0], [-0.4, 0.2, 0.6], [-1.1, -0.1, 0.8], [-0.4, 0.6, 0.0], [-0.5, 1.1, 1.1], [0.0, 0.5, -0.9], [-0.4, -1.6, 0.6], [0.2, 1.1, -0.5], [0.3, 1.8, -0.9], [-0.1, 0.0, 0.0], [-0.6, -0.1, 0.3], [-1.0, 1.0, -0.9], [0.0, 1.9, 0.5], [0.9, 0.3, -0.7], [0.5, -0.4, 0.5], [-0.7, -2.3, -0.6], [0.4, -0.4, 0.0], [0.5, -0.1, -0.2], [0.4, 0.1, -0.1], [0.8, -0.1, -0.2], [-0.3, -0.2, 0.4], [-0.4, -1.0, -0.3], [0.0, -0.6, 1.0], [-0.4, -0.1, -0.1], [1.8, 0.5, 0.5], [-2.6, -1.0, 0.6], [0.4, -2.0, -0.8], [1.7, 1.3, 0.1], [-1.4, -0.3, 0.2], [1.2, -0.3, 1.3], [1.4, 0.6, -0.7], [0.4, -0.1, 0.1], [-1.2, -0.2, 0.7], [-0.5, 0.5, -1.7], [-0.2, 0.6, 0.5], [-0.3, -0.4, 0.2], [0.3, 0.7, 0.6], [0.1, 0.3, -0.5], [-0.5, 0.1, 0.2], [0.2, 0.3, -0.4], [-0.1, -0.1, -0.1], [-0.8, 0.8, -0.5], [0.1, -0.3, 0.0], [-0.3, -0.4, 0.0], [-0.5, -0.6, 0.8], [-0.3, 0.3, 0.1], [0.3, 0.0, -0.3], [0.7, 0.1, -0.6], [2.3, -1.1, -1.2], [-0.9, -0.5, -0.1], [-1.2, 0.7, -1.5], [-0.7, 1.9, 3.1], [1.1, -1.7, -0.1], [-0.1, 0.9, -2.6], [1.0, 0.7, 1.4], [-0.9, 0.3, 1.1], [0.0, -0.8, 0.1], [0.5, 0.6, 0.3], [-0.4, 0.0, 0.6], [-1.7, 0.7, 0.5], [0.3, 0.0, -0.3], [0.0, -1.2, -0.4], [1.4, 0.0, -0.8], [-0.1, 0.1, -0.2], [-1.3, -0.5, 1.4], [0.4, 0.3, 0.0], [0.4, 0.2, 0.0], [-1.3, -1.8, -0.3], [0.7, 0.7, -0.8], [0.6, 0.3, -0.2], [0.0, -0.3, -0.2], [-0.2, 0.3, -0.2], [0.0, 1.5, -0.3], [0.7, -0.8, 0.7], [-0.3, 0.0, 0.2], [-0.2, -1.0, -0.8], [-0.2, 0.3, 0.1], [0.0, 0.1, 0.0], [-2.4, 1.9, 1.3], [2.0, -0.4, -1.6], [0.3, 0.4, 0.0], [0.5, -1.6, 0.6], [1.1, -0.2, -0.3], [-1.3, -0.1, 0.0]]}